[1]
{"formula": "C6H13N", "method": "ωB97M-V with the def2-TZVPD basis set", "de_lowest_kj_mol": 283.3, "multiplicity": 1, "homo_ev": -8.45, "smiles": "C=CCCNCC", "total_charge": 0, "mol_weight_g_mol": 99.177, "elements": ["C", "C", "C", "C", "N", "C", "C", "H", "H", "H", "H", "H", "H", "H", "H", "H", "H", "H", "H", "H"], "coordinates": [[-0.18, -2.58, -2.12], [-0.10, -1.61, -1.13], [1.14, -0.65, -0.93], [0.76, 0.72, -0.35], [-0.58, 0.72, 0.14], [-0.93, 1.71, 1.22], [-0.23, 1.37, 2.53], [-1.05, -3.21, -1.92], [0.57, -2.78, -2.77], [-0.70, -1.96, -0.27], [1.75, -0.46, -1.83], [1.85, -1.12, -0.22], [1.00, 1.57, -1.05], [1.47, 0.80, 0.50], [-0.85, -0.16, 0.58], [-2.07, 2.02, 1.21], [-0.25, 2.57, 0.96], [-0.93, 0.87, 3.15], [0.62, 0.71, 2.46], [-0.15, 2.33, 2.95]]}

---

[2]
{"formula": "C42H60ClN2O5SSeV", "method": "ωB97M-V with the def2-TZVPD basis set", "de_lowest_kj_mol": 0.0, "multiplicity": 4, "homo_ev": [-3.30, -4.26], "s2": 3.757, "total_charge": -1, "mol_weight_g_mol": 870.375, "elements": ["V", "C", "C", "C", "C", "C", "C", "C", "Se", "C", "C", "C", "C", "C", "C", "O", "C", "C", "C", "C", "C", "C", "C", "C", "C", "O", "C", "C", "C", "C", "C", "C", "H", "H", "H", "H", "H", "H", "H", "H", "H", "H", "H", "H", "H", "H", "H", "H", "H", "H", "H", "H", "H", "H", "H", "H", "H", "H", "H", "H", "H", "H", "H", "H", "H", "H", "H", "H", "H", "H", "H", "H", "C", "N", "C", "C", "S", "N", "C", "C", "H", "H", "H", "H", "H", "H", "H", "H", "H", "H", "H", "H", "C", "C", "C", "C", "Cl", "C", "C", "C", "O", "C", "C", "O", "O", "H", "H", "H", "H", "H", "H", "H", "H"], "coordinates": [[0.34, -0.74, 0.49], [-1.67, 6.97, -0.71], [-2.13, 5.85, 0.23], [-1.86, 6.30, 1.67], [-3.64, 5.66, 0.04], [-1.40, 4.54, -0.03], [-1.68, 3.41, 0.74], [-1.01, 2.23, 0.53], [-1.40, 0.74, 1.70], [-0.14, 1.16, 3.10], [-0.56, 2.00, 4.11], [0.31, 2.40, 5.12], [1.60, 1.89, 5.04], [2.07, 1.03, 4.04], [1.17, 0.64, 3.00], [1.52, -0.14, 2.03], [3.54, 0.60, 4.13], [4.44, 1.84, 4.07], [3.77, -0.12, 5.47], [4.01, -0.36, 3.03], [-0.16, 3.35, 6.21], [0.94, 3.65, 7.23], [-0.60, 4.68, 5.58], [-1.35, 2.74, 6.96], [-0.01, 2.05, -0.47], [0.60, 0.92, -0.63], [0.28, 3.20, -1.26], [-0.42, 4.38, -1.01], [1.33, 3.25, -2.39], [2.39, 4.31, -2.04], [2.08, 1.94, -2.64], [0.64, 3.64, -3.70], [-2.22, 7.88, -0.48], [-1.86, 6.71, -1.75], [-0.61, 7.18, -0.59], [-2.38, 7.24, 1.89], [-0.80, 6.45, 1.84], [-2.21, 5.56, 2.39], [-4.18, 6.59, 0.24], [-4.02, 4.89, 0.71], [-3.85, 5.35, -0.99], [-2.43, 3.45, 1.52], [-1.59, 2.35, 4.10], [2.31, 2.18, 5.81], [4.23, 2.54, 4.88], [4.30, 2.36, 3.12], [5.49, 1.55, 4.14], [3.55, 0.52, 6.33], [4.82, -0.44, 5.55], [3.14, -1.01, 5.54], [3.92, 0.09, 2.04], [3.43, -1.28, 3.02], [5.06, -0.60, 3.21], [1.80, 4.13, 6.76], [1.28, 2.74, 7.73], [0.56, 4.33, 7.99], [0.24, 5.14, 5.04], [-0.95, 5.38, 6.34], [-1.40, 4.53, 4.86], [-1.06, 1.80, 7.43], [-2.18, 2.54, 6.29], [-1.70, 3.42, 7.74], [-0.18, 5.24, -1.62], [2.89, 4.05, -1.10], [1.95, 5.30, -1.92], [3.14, 4.36, -2.83], [2.62, 1.60, -1.76], [2.79, 2.10, -3.46], [1.40, 1.14, -2.93], [0.15, 4.61, -3.64], [-0.12, 2.90, -3.96], [1.37, 3.68, -4.51], [0.35, -4.34, -2.75], [1.34, -3.46, -2.15], [1.56, -2.21, -2.88], [1.78, -3.61, -0.89], [2.47, -2.33, -0.05], [1.63, -4.86, -0.33], [1.76, -4.97, 1.12], [2.21, -6.00, -1.03], [-0.46, -3.72, -3.13], [-0.04, -5.03, -2.01], [0.77, -4.91, -3.59], [1.51, -2.43, -3.94], [2.53, -1.81, -2.63], [0.79, -1.49, -2.60], [1.21, -4.17, 1.60], [2.81, -4.92, 1.43], [1.34, -5.93, 1.41], [2.23, -5.83, -2.10], [1.63, -6.90, -0.83], [3.24, -6.16, -0.70], [-6.11, -2.72, -0.78], [-5.53, -2.65, 0.61], [-6.29, -2.26, 1.69], [-5.74, -2.18, 2.96], [-6.73, -1.69, 4.30], [-4.40, -2.48, 3.16], [-3.62, -2.88, 2.08], [-4.18, -2.97, 0.82], [-3.50, -3.35, -0.30], [-2.18, -3.88, -0.18], [-1.13, -2.78, 0.03], [-0.85, -2.01, -0.91], [-0.63, -2.68, 1.18], [-7.16, -2.42, -0.76], [-6.04, -3.74, -1.17], [-5.56, -2.07, -1.46], [-7.34, -2.01, 1.55], [-3.96, -2.40, 4.14], [-2.57, -3.06, 2.23], [-2.01, -4.37, -1.13], [-2.12, -4.60, 0.63]]}

---

[3]
{"formula": "C14H19N6O3", "method": "ωB97M-V with the def2-TZVPD basis set", "de_lowest_kj_mol": 0.0, "multiplicity": 1, "homo_ev": -11.18, "smiles": "CCOc1cc([C@@H]2NNc3n2nc(C)[n+]3N)ccc1OC(C)=O", "total_charge": 1, "mol_weight_g_mol": 319.345, "elements": ["C", "C", "O", "C", "C", "C", "C", "N", "N", "C", "N", "N", "C", "C", "N", "N", "C", "C", "C", "O", "C", "C", "O", "H", "H", "H", "H", "H", "H", "H", "H", "H", "H", "H", "H", "H", "H", "H", "H", "H", "H", "H"], "coordinates": [[-2.08, -4.21, -0.02], [-1.25, -2.95, 0.15], [-2.10, -1.85, -0.13], [-1.64, -0.60, 0.00], [-0.33, -0.26, 0.34], [0.04, 1.08, 0.46], [1.45, 1.46, 0.86], [1.99, 2.60, 0.09], [3.18, 2.18, -0.59], [3.43, 0.93, -0.19], [2.45, 0.44, 0.58], [2.65, -0.85, 0.85], [3.75, -1.18, 0.26], [4.40, -2.49, 0.26], [4.29, -0.08, -0.42], [5.40, -0.14, -1.23], [-0.89, 2.09, 0.24], [-2.19, 1.76, -0.12], [-2.57, 0.44, -0.24], [-3.83, 0.05, -0.62], [-4.93, 0.66, -0.12], [-6.17, 0.05, -0.71], [-4.89, 1.55, 0.69], [-2.92, -4.20, 0.68], [-2.47, -4.27, -1.03], [-1.47, -5.09, 0.18], [-0.86, -2.88, 1.17], [-0.41, -2.95, -0.55], [0.39, -1.03, 0.54], [1.48, 1.71, 1.93], [1.31, 2.92, -0.61], [3.89, 2.91, -0.65], [4.71, -2.75, -0.75], [3.71, -3.24, 0.64], [5.29, -2.48, 0.89], [6.27, -0.17, -0.70], [5.42, 0.60, -1.92], [-0.62, 3.12, 0.38], [-2.91, 2.54, -0.28], [-6.33, 0.49, -1.70], [-6.04, -1.02, -0.83], [-7.02, 0.28, -0.08]]}

---

[4]
{"formula": "CH3BrN4O2", "method": "ωB97M-V with the def2-TZVPD basis set", "de_lowest_kj_mol": 0.0, "multiplicity": 1, "homo_ev": -9.96, "smiles": "[H]/N=C(/N)N(Br)[N+](=O)[O-]", "total_charge": 0, "mol_weight_g_mol": 182.965, "elements": ["H", "N", "C", "N", "N", "Br", "N", "O", "O", "H", "H"], "coordinates": [[-0.20, 1.16, -1.54], [-1.00, 0.62, -1.30], [-0.77, -0.12, -0.32], [-1.49, -1.01, 0.33], [0.58, -0.05, 0.25], [1.47, -1.66, 1.01], [1.50, 0.95, 0.15], [1.16, 1.94, -0.45], [2.54, 0.71, 0.64], [-2.55, -0.97, 0.16], [-1.25, -1.59, 1.06]]}

---

[5]
{"formula": "C4H9NOSi", "method": "ωB97M-V with the def2-TZVPD basis set", "de_lowest_kj_mol": 346.8, "multiplicity": 1, "homo_ev": -9.94, "total_charge": 0, "mol_weight_g_mol": 115.208, "elements": ["C", "C", "C", "C", "N", "O", "Si", "H", "H", "H", "H", "H", "H", "H", "H", "H"], "coordinates": [[0.12, -1.48, -1.45], [-2.34, -0.91, -0.63], [2.54, 0.39, 1.47], [-0.37, -0.95, -0.32], [0.57, -1.82, -2.44], [1.67, 1.11, 0.67], [0.19, 0.89, 0.13], [-2.27, -0.31, -1.55], [-2.71, -1.95, -0.66], [-2.58, -0.20, 0.22], [3.51, 0.28, 1.11], [2.12, -0.63, 1.58], [2.59, 0.99, 2.44], [-0.17, -1.46, 0.55], [0.40, 1.71, -1.05], [-0.98, 1.24, 1.03]]}

---

[6]
{"formula": "C5H13N3", "method": "ωB97M-V with the def2-TZVPD basis set", "de_lowest_kj_mol": 87.6, "multiplicity": 1, "homo_ev": -7.82, "smiles": "CC(C)=C(N)C(N)N", "total_charge": 0, "mol_weight_g_mol": 115.180, "elements": ["C", "C", "C", "C", "N", "C", "N", "N", "H", "H", "H", "H", "H", "H", "H", "H", "H", "H", "H", "H", "H"], "coordinates": [[-0.81, 0.63, -1.76], [0.19, -0.21, -1.04], [0.92, -1.26, -1.99], [0.51, -0.17, 0.26], [1.44, -0.99, 0.89], [-0.25, 0.84, 1.27], [0.17, 0.59, 2.63], [-1.66, 0.65, 1.37], [-0.94, 1.62, -1.31], [-0.50, 0.82, -2.80], [-1.78, 0.12, -1.80], [1.54, -1.99, -1.47], [1.54, -0.73, -2.72], [0.15, -1.83, -2.53], [2.29, -1.10, 0.34], [1.69, -0.58, 1.80], [0.00, 1.87, 1.00], [-0.17, -0.34, 2.88], [-0.38, 1.24, 3.19], [-1.85, -0.33, 1.18], [-2.11, 1.16, 0.62]]}

---

[7]
{"formula": "C26H21Co2O8S", "method": "ωB97M-V with the def2-TZVPD basis set", "de_lowest_kj_mol": 0.0, "multiplicity": 1, "homo_ev": -4.24, "total_charge": -1, "mol_weight_g_mol": 611.379, "elements": ["C", "O", "C", "C", "C", "C", "C", "C", "S", "C", "C", "O", "C", "C", "H", "H", "H", "H", "H", "H", "H", "H", "H", "H", "H", "H", "H", "H", "O", "C", "Co", "C", "O", "C", "O", "C", "C", "C", "C", "C", "C", "C", "C", "C", "Co", "C", "O", "C", "O", "C", "O", "H", "H", "H", "H", "H", "H", "H"], "coordinates": [[0.48, 9.18, 0.65], [1.11, 7.98, 1.17], [0.65, 6.75, 0.82], [1.28, 5.65, 1.44], [0.83, 4.36, 1.21], [-0.22, 4.12, 0.31], [-0.74, 2.70, 0.12], [-1.18, 2.30, -1.18], [-1.83, 0.75, -1.47], [-3.59, 1.01, -1.04], [-1.94, 0.79, -3.30], [-0.81, 1.92, 1.10], [-0.82, 5.21, -0.33], [-0.41, 6.52, -0.08], [1.04, 9.99, 1.12], [0.57, 9.24, -0.44], [-0.58, 9.24, 0.95], [2.11, 5.84, 2.12], [1.29, 3.53, 1.73], [-1.09, 2.98, -2.03], [-4.16, 0.14, -1.36], [-3.62, 1.12, 0.04], [-3.93, 1.93, -1.54], [-2.26, -0.20, -3.63], [-2.65, 1.56, -3.60], [-0.93, 1.00, -3.67], [-1.64, 5.04, -1.04], [-0.91, 7.36, -0.57], [-3.32, -2.00, -0.32], [-2.18, -2.16, -0.19], [-0.50, -2.49, 0.20], [0.52, -1.07, -0.02], [1.21, -0.15, -0.10], [-0.82, -2.46, 1.89], [-1.04, -2.48, 3.03], [0.59, -4.16, 0.19], [1.61, -4.39, 1.22], [2.59, -3.41, 1.45], [3.47, -3.51, 2.53], [3.42, -4.64, 3.36], [2.54, -5.69, 3.06], [1.67, -5.58, 1.98], [-0.24, -5.13, -0.44], [-1.05, -6.15, -0.14], [0.43, -3.98, -1.58], [0.86, -5.26, -2.73], [1.14, -6.03, -3.55], [1.67, -2.81, -2.11], [2.42, -2.06, -2.56], [-0.98, -3.31, -2.44], [-1.79, -2.97, -3.19], [2.62, -2.55, 0.77], [4.19, -2.71, 2.70], [4.13, -4.73, 4.19], [2.55, -6.60, 3.66], [0.98, -6.39, 1.73], [-1.46, -6.75, -0.96], [-1.27, -6.42, 0.89]]}